Formula: C24H49BIN2O16S4
Source: the OMol25 dataset
Level of theory: ωB97M-V/def2-TZVPD

```
97
C24H49BIN2O16S4, DFT ωB97M-V/def2-TZVPD
C 4.65615 -2.61660 0.57128
C 3.45706 -3.07500 -0.47602
B 3.15224 -1.87704 -1.58497
O 3.55585 -1.99776 -3.00217
C 2.34915 -0.49415 -1.07850
C 3.32690 0.83968 -0.92240
O 4.78067 0.72237 -1.24916
C 2.68604 2.27318 -0.43186
O 3.55419 3.46016 -0.33857
C 3.79815 3.83294 1.06856
N 4.08586 4.22601 2.27843
C 1.06499 2.24877 -0.07448
I 0.05682 4.07932 0.63612
C 0.23215 0.82827 -0.28608
N 0.83477 -0.47192 -0.78430
C 0.09662 -1.76872 -1.02717
C -1.51550 -1.72880 -0.74173
C -1.80730 -2.32847 0.77141
O -3.23268 -2.77684 0.91030
C -3.41703 -2.76554 2.39983
H 5.61750 -3.25749 0.29409
H 4.29682 -2.79008 1.67268
H 4.86331 -1.46569 0.36580
H 2.52148 -3.37089 0.16985
H 3.76558 -4.04276 -1.08520
H 4.49159 -2.35905 -3.00023
H 5.22813 1.61805 -1.20675
H -0.92663 0.89167 -0.00907
H 0.52554 -2.64997 -0.34539
H 0.21407 -2.03026 -2.18642
H -2.04411 -0.71154 -0.96898
H -2.00310 -2.52174 -1.48965
H -1.17519 -3.33928 0.83325
H -1.47417 -1.62067 1.64235
H -4.38546 -3.33785 2.72322
H -2.42196 -3.22013 2.86100
H -3.43335 -1.60813 2.68409
O -6.64287 -3.18672 4.42601
S -7.16734 -1.87814 4.74888
O -6.46636 -0.66023 4.39291
O -7.52710 -1.82680 6.33830
C -6.49940 -2.11441 7.27690
C -5.50060 -0.97621 7.38079
C -8.82425 -1.75679 4.12706
H -6.00136 -3.05765 7.02613
H -6.98226 -2.25471 8.25129
H -4.95348 -0.84446 6.44293
H -4.76848 -1.16969 8.16901
H -6.01226 -0.03210 7.59143
H -9.37985 -2.65045 4.41472
H -8.76568 -1.68457 3.03884
H -9.29067 -0.85706 4.53258
O -1.84504 1.69947 4.28563
S -1.46770 1.83873 5.67485
O -1.94547 0.92730 6.69583
O -1.76995 3.36652 6.15737
C -3.09177 3.87163 6.02500
C -4.02736 3.27126 7.05851
C 0.30176 1.90191 5.78322
H -3.46662 3.70870 5.00835
H -3.03980 4.95603 6.17876
H -4.15298 2.19638 6.89996
H -5.01642 3.73350 7.00536
H -3.62402 3.40387 8.06709
H 0.67961 2.61005 5.04442
H 0.68292 0.90019 5.57311
H 0.58512 2.20064 6.79415
O 6.93470 -1.79592 -6.33529
S 5.67366 -2.46790 -6.11181
O 5.56427 -3.63054 -5.25294
O 4.99535 -2.81851 -7.55239
C 5.73490 -3.60307 -8.47834
C 5.79367 -5.06014 -8.05714
C 4.47771 -1.27452 -5.57118
H 6.73999 -3.18949 -8.61759
H 5.22109 -3.53193 -9.44437
H 6.35327 -5.17920 -7.12497
H 6.28569 -5.66797 -8.82081
H 4.78703 -5.45179 -7.88167
H 4.52020 -0.40404 -6.22732
H 4.73404 -0.98766 -4.54899
H 3.48668 -1.73174 -5.58923
O 0.96275 2.90089 -6.41040
S 0.43828 4.20947 -6.08754
O 1.13925 5.42737 -6.44351
O 0.07852 4.26081 -4.49812
C 1.10621 3.97320 -3.55952
C 2.10502 5.11140 -3.45563
C -1.21864 4.33082 -6.70936
H 1.60426 3.02996 -3.81028
H 0.62336 3.83289 -2.58512
H 2.65214 5.24315 -4.39349
H 2.83714 4.91792 -2.66740
H 1.59335 6.05551 -3.24498
H -1.77423 3.43716 -6.42170
H -1.16006 4.40303 -7.79757
H -1.68505 5.23055 -6.30383
```

Results
HOMO energy   -12.2 eV
HOMO-LUMO gap   6.86 eV
Net charge   +1



Formula: C24H49Cl2FN3O6P2
Source: the OMol25 dataset
Level of theory: ωB97M-V/def2-TZVPD

```
87
C24H49Cl2FN3O6P2, DFT ωB97M-V/def2-TZVPD
C -4.81515 2.99492 -1.16170
C -3.57827 3.46216 -0.38618
C -2.83468 2.47317 0.51619
Cl -4.09569 1.37935 1.20727
C -1.40905 1.81750 0.16310
C -0.60344 1.86686 -1.18727
P -0.82975 2.95118 -2.68342
O -2.43130 2.75567 -2.93254
Cl -0.65946 4.78012 -1.74091
C -0.20893 0.52669 -1.91324
C 1.21768 0.70358 -2.54690
C 2.44650 0.16121 -1.79549
C 2.76181 0.83442 -0.44320
C 4.26110 1.01356 -0.14295
C 4.86914 -0.08656 0.73599
C 6.12862 0.35986 1.46011
O 5.93922 1.52534 2.28037
C 5.31926 1.35084 3.47345
C 3.83433 1.58591 3.46867
O 5.91709 1.08921 4.43886
C -0.24313 -0.81236 -1.14338
P -0.29998 -2.12527 -2.50520
O -0.49324 -1.48334 -3.80732
O -1.35331 -3.22891 -2.11232
O 1.08059 -2.91621 -2.32674
N -1.16357 -0.87479 0.08254
C -0.57244 -1.92119 1.04180
C -0.31218 -3.34365 0.59625
C 0.17831 -4.14973 1.80859
N 1.42168 -3.59364 2.34865
C -2.61074 -1.23994 -0.17752
C -3.35594 -0.44443 -1.25065
C -3.70861 -1.21760 -2.52207
N -4.36515 -2.47249 -2.12903
C -0.95653 0.47325 0.83870
C -1.19411 0.46210 2.39699
C 0.05458 0.26026 3.25040
F -2.14238 -0.46322 2.82335
H -4.98852 3.69507 -1.98199
H -5.70094 3.00428 -0.52908
H -4.69872 2.01153 -1.61170
H -3.92006 4.24428 0.30007
H -2.90156 3.96675 -1.05631
H -2.60209 3.04375 1.41388
H -0.78213 2.48575 0.76635
H 0.35433 2.29085 -0.86701
H -2.61222 2.79581 -3.88279
H -0.91536 0.40706 -2.73809
H 1.39275 1.77493 -2.66927
H 1.20506 0.29616 -3.55863
H 3.30286 0.29145 -2.46331
H 2.38102 -0.91588 -1.62981
H 2.26534 1.80454 -0.37812
H 2.34526 0.21586 0.36503
H 4.81801 1.06947 -1.08279
H 4.41008 1.97473 0.35465
H 5.15241 -0.94866 0.12244
H 4.12294 -0.45536 1.44869
H 6.54297 -0.44225 2.07594
H 6.88708 0.65821 0.73561
H 3.52022 2.17685 2.61054
H 3.55919 2.08628 4.39649
H 3.33596 0.61335 3.44058
H 0.73060 -0.97232 -0.68316
H -0.99515 -4.12838 -2.11764
H 1.67795 -2.68643 -3.05790
H -1.25772 -1.94843 1.87975
H 0.37945 -1.49325 1.35312
H 0.48073 -3.39363 -0.14832
H -1.21930 -3.81959 0.22781
H -0.62610 -4.22601 2.55226
H 0.38538 -5.15987 1.45393
H 1.92333 -4.29845 2.87580
H 1.22664 -2.85786 3.01865
H -3.09118 -1.12660 0.78796
H -2.63279 -2.29949 -0.42386
H -4.30623 -0.14802 -0.80194
H -2.86662 0.50171 -1.48733
H -4.35817 -0.57232 -3.12818
H -2.84338 -1.44387 -3.14244
H -5.23086 -2.24373 -1.64496
H -4.66808 -2.97363 -2.95866
H 0.13212 0.57556 0.76571
H -1.59021 1.45270 2.62692
H -0.08605 0.76385 4.20811
H 0.93839 0.69114 2.77602
H 0.23043 -0.79169 3.46375
```

Results
HOMO energy   -12.0 eV
HOMO-LUMO gap   9.99 eV
Structure (SMILES)   CC[C@@H](Cl)[C@@H]1[C@H](P(O)Cl)[C@@H](CCCCCCOC(C)=O)[C@H](P(=O)(O)O)[N+](CCCN)(CCCN)[C@@H]1[C@H](C)F
Relative energy (zero: lowest compared OMol25 entry of this formula, charge and spin)   0.0 kJ/mol
Net charge   +1